70
Properties=species:S:1:pos:R:3:lowdin_charge:R:1 method="wB97M-V/def2-TZVPD" spin_multiplicity=1 e_lumo_ev=-4.6 charge=0 e_homo_ev=-6.58
Cs 6.880 -5.345 2.395 0.8109
Ca 0.353 -5.716 0.123 1.4150
Cl 3.114 -1.343 3.153 0.5789
Cl 4.602 -3.323 4.679 0.2950
Cl 2.281 -2.023 5.857 0.5615
Cl 5.318 -3.128 2.432 -0.5077
Cl 1.934 -3.946 3.700 0.4940
Na 4.379 -5.881 5.752 0.6930
F 5.361 0.261 0.718 -0.6524
F 3.699 4.492 0.769 -0.1925
F -1.722 -1.744 3.174 -0.6495
O 2.672 0.411 -5.043 -0.0767
O 1.065 3.780 -0.736 -0.0532
O -2.193 -1.326 -4.828 -0.1090
O -7.143 -1.167 4.475 -0.0176
O 1.453 -2.653 -4.706 -0.2397
O -0.497 -1.699 -1.069 -0.1078
N -5.213 0.068 4.146 -0.2087
C -6.574 -0.099 4.288 -0.3455
C 3.662 2.999 0.997 -0.1281
C -0.098 -3.074 -0.980 -0.2433
C 3.297 1.181 -2.693 0.0489
C 0.592 1.229 -3.599 -0.0411
C -2.220 3.139 -3.218 -0.2546
C -1.354 2.403 -2.036 -0.1632
C 0.645 -3.232 0.328 -0.2933
C 0.205 2.070 -2.420 -0.0453
C 2.983 -2.658 4.347 -1.9356
C -0.484 0.580 -4.660 -0.0978
C -4.352 -1.094 4.218 -0.0739
C -4.615 1.369 3.927 -0.0678
C 2.941 2.051 -1.502 -0.0630
C -1.563 -0.457 -3.991 -0.1072
C 1.433 2.694 -1.471 -0.1235
C -0.020 -2.195 1.196 -0.1991
C -0.290 -1.081 0.209 -0.1465
C 2.200 0.914 -3.885 -0.1883
C 4.131 2.281 -0.400 -0.1593
C -1.513 4.509 -3.824 -0.1269
H -4.485 -1.576 5.191 0.0864
H 0.591 -1.875 2.044 0.0668
H -3.305 -0.808 4.089 0.0426
H -2.357 5.351 -3.859 0.0796
H 4.392 0.715 -2.786 0.1449
H 4.734 1.288 -0.132 0.0224
H -1.167 -0.485 0.477 0.1352
H 4.934 3.008 -0.901 0.1350
H -2.579 2.402 -4.084 0.0986
H -4.641 -1.800 3.433 0.0871
H -7.135 0.848 4.217 0.1210
H -3.917 1.579 4.743 0.0879
H -1.860 -0.517 -2.853 0.1148
H 1.703 -2.976 0.190 0.1510
H -0.675 4.888 -3.100 0.0824
H -0.967 -2.588 1.584 0.0858
H -4.073 1.354 2.977 0.0894
H 4.430 2.809 1.879 0.1265
H 1.794 -1.800 -4.905 -0.1326
H 0.588 -4.246 0.732 -0.1154
H -0.982 1.478 -5.251 0.1236
H -1.872 1.368 -1.759 0.1028
H 0.516 -3.335 -1.846 0.1205
H -1.006 -3.687 -0.998 0.1045
H -3.233 3.513 -2.710 0.1105
H -1.170 4.325 -4.928 0.0726
H 2.553 2.740 1.268 0.1098
H 0.573 -0.412 0.120 0.1300
H 0.113 -0.038 -5.486 0.1318
H -1.470 3.074 -1.064 0.1281
H -5.376 2.153 3.895 0.0776


60
Properties=species:S:1:pos:R:3:mulliken_spin:R:1 method="wB97M-V/def2-TZVPD" spin_multiplicity=8 e_lumo_ev="-0.5 / -0.5" charge=0 e_homo_ev="-6.86 / -6.95"
Eu 2.066 1.086 -2.339 7.0378
Cl -2.039 1.708 3.676 -0.0001
Cl 0.160 3.759 4.387 0.0000
Cl 2.682 2.885 -0.320 0.0042
Cl -1.695 -0.091 1.126 -0.0004
Cl 2.652 4.098 2.512 -0.0002
P 0.765 -1.253 -4.544 0.0054
P 1.380 2.393 -4.567 0.0260
C 0.414 1.501 0.505 -0.0011
C 0.241 2.938 2.908 0.0004
C -3.563 -0.336 -4.654 0.0003
C 1.677 1.114 -5.888 0.0117
C -3.425 1.100 -4.233 -0.0013
C -3.996 -1.470 -3.652 -0.0001
C -2.865 1.479 -3.077 0.0025
C -0.089 -2.502 -5.649 -0.0002
C 2.358 -2.112 -4.308 0.0012
C -0.751 1.977 2.584 0.0001
C 1.359 2.448 0.797 -0.0170
C -1.764 -1.932 -2.606 0.0011
C -2.290 0.534 -2.032 -0.0006
C -1.319 -0.491 -2.629 0.0198
C -0.204 3.225 -4.828 -0.0029
C -2.865 -2.376 -3.242 0.0002
C 2.212 -1.009 -1.308 -0.0738
C 1.304 3.173 2.025 -0.0013
C -0.607 1.222 1.401 0.0160
C 0.681 -0.052 -5.960 -0.0185
C 2.774 3.504 -4.894 0.0011
H -4.771 -2.088 -4.162 0.0000
H -4.304 -0.337 -5.483 0.0000
H -1.046 -2.103 -6.006 0.0007
H 2.673 0.687 -5.677 0.0031
H -0.357 0.349 -5.929 0.0028
H -4.413 -1.057 -2.704 0.0000
H 3.180 -1.392 -4.156 0.0002
H 2.603 -2.826 -5.111 0.0003
H 2.228 -2.701 -3.380 0.0018
H 2.189 -1.979 -1.796 0.0109
H -3.122 0.013 -1.526 -0.0004
H 1.594 -0.961 -0.390 0.0080
H 2.887 4.170 -4.029 0.0018
H 3.711 2.941 -5.027 -0.0024
H -0.307 3.677 -5.813 -0.0006
H -0.367 -0.364 -2.091 -0.0177
H -0.991 -2.681 -2.350 -0.0001
H -0.305 -3.405 -5.077 0.0000
H 0.508 -2.767 -6.536 -0.0003
H 3.270 -0.708 -1.070 -0.0039
H -1.128 -0.231 -3.696 -0.0119
H 1.699 1.665 -6.840 -0.0018
H -2.592 -0.610 -5.135 0.0002
H 2.573 4.086 -5.794 -0.0002
H -0.269 4.043 -4.096 0.0001
H -3.742 1.815 -5.019 -0.0001
H -2.805 2.540 -2.797 -0.0003
H -3.039 -3.463 -3.277 -0.0001
H 0.765 -0.605 -6.917 0.0002
H -1.791 1.160 -1.274 -0.0012
H -1.080 2.591 -4.653 0.0000


59
Properties=species:S:1:pos:R:3:mulliken_spin:R:1 method="wB97M-V/def2-TZVPD" spin_multiplicity=5 e_lumo_ev="-8.3 / -8.2" charge=+2 e_homo_ev="-14.09 / -14.20"
Mn 0.107 -0.064 -0.206 3.6993
Cl -1.119 0.058 -3.172 0.0337
P 0.024 2.360 -1.079 -0.0262
P 0.227 -2.312 -1.239 -0.0535
O 3.065 0.070 -0.543 0.0573
O 1.742 0.291 -4.267 0.0013
N -0.445 -0.050 1.642 0.3549
C 0.850 -3.134 3.226 -0.0068
C -0.417 -1.290 2.298 -0.0665
C 0.815 -1.970 2.482 0.0506
C 0.131 -2.687 -3.029 0.0004
C -0.162 3.358 4.077 0.0326
C 0.986 0.318 -5.115 0.0002
C -0.133 0.267 -5.949 0.0019
C 0.958 2.922 3.351 -0.0142
C -0.366 1.135 2.396 -0.0121
C 1.478 3.386 -0.651 0.0084
C -1.371 2.689 3.943 -0.0114
C 0.846 1.836 2.487 0.0477
C 1.918 0.051 -0.408 -0.1291
C -1.486 1.588 3.110 0.0091
C -1.546 -3.027 3.545 -0.0087
C -1.170 -3.266 -0.548 -0.0048
C -1.342 3.220 -0.205 -0.0067
C -0.320 -3.677 3.764 0.0296
C 1.677 -3.309 -0.761 0.0091
C -1.596 -1.851 2.809 -0.0100
C -0.281 2.908 -2.806 0.0040
H 0.588 2.653 -3.427 0.0005
H 1.810 -3.647 3.392 0.0007
H -0.504 1.305 -6.107 -0.0006
H 2.572 -2.782 -1.103 -0.0018
H 1.716 -1.541 2.054 0.0047
H 1.338 4.393 -1.054 0.0000
H 0.919 -2.131 -3.550 0.0017
H 1.750 -3.454 0.314 -0.0004
H 1.604 -4.275 -1.264 -0.0004
H -2.532 -1.339 2.605 0.0018
H -0.826 -2.281 -3.385 0.0010
H -0.288 -4.590 4.360 0.0006
H -0.506 3.979 -2.865 -0.0010
H -2.421 1.037 2.997 -0.0020
H -1.201 3.233 0.877 0.0022
H -2.250 3.043 4.494 0.0001
H 1.640 3.441 0.424 -0.0002
H -1.502 4.243 -0.576 -0.0003
H -1.125 2.315 -3.190 0.0005
H -2.242 2.622 -0.416 0.0007
H -1.090 -3.352 0.538 0.0032
H -1.272 -4.261 -1.003 -0.0008
H -2.458 -3.462 3.942 0.0003
H 2.363 2.930 -1.107 -0.0016
H -2.066 -2.678 -0.775 0.0028
H 0.200 -3.757 -3.234 -0.0016
H 1.910 3.439 3.461 0.0010
H 0.079 -0.279 -6.844 0.0002
H 1.710 1.488 1.919 -0.0003
H -0.914 -0.318 -5.396 -0.0017
H -0.069 4.205 4.766 0.0007


59
Properties=species:S:1:pos:R:3:lowdin_charge:R:1 method="wB97M-V/def2-TZVPD" smiles=Fc1ccccc1.Fc1ccccc1.c1ccncc1.CO.CO.CO.CO spin_multiplicity=1 e_lumo_ev=0.5 charge=0 e_homo_ev=-8.95
F -5.267 5.537 1.588 0.0357
F -2.137 -3.186 0.894 0.0460
O 2.501 -3.522 -4.025 -0.1381
O -0.226 -0.240 4.428 -0.1612
O -2.923 -1.961 -2.754 -0.1215
O 0.538 2.351 4.268 -0.1474
N 3.861 0.468 -2.143 0.0508
C -0.910 -1.243 1.597 -0.0365
C -2.940 2.245 1.429 -0.0836
C -4.448 4.436 1.561 -0.2646
C 0.059 -0.299 1.305 -0.0929
C -3.311 4.458 2.277 -0.0458
C 4.623 1.553 -2.504 -0.1380
C -2.601 3.334 2.285 -0.0583
C -1.282 -0.324 5.375 -0.1106
C 4.771 -0.714 -3.986 -0.0816
C -4.883 3.318 0.884 -0.0192
C 1.093 -3.603 -4.395 -0.1253
C 5.621 0.366 -4.314 -0.0582
C -0.298 -2.534 -0.370 -0.0084
C 5.560 1.584 -3.561 -0.0519
C 1.930 2.607 4.031 -0.1430
C -4.038 2.280 0.684 -0.1158
C -3.431 -3.280 -2.647 -0.1643
C 3.943 -0.628 -2.911 -0.1673
C 0.841 -0.478 0.197 -0.0770
C 0.703 -1.603 -0.636 -0.0566
C -1.130 -2.300 0.742 -0.2745
H -2.864 -4.040 -3.184 0.0748
H -2.293 1.383 1.354 0.0847
H 4.615 2.373 -1.802 0.0911
H 1.621 0.234 -0.032 0.0937
H 2.959 -3.939 -4.758 0.0663
H 0.270 -1.061 4.436 0.0985
H 0.753 -4.638 -4.362 0.0730
H 6.217 2.436 -3.658 0.0912
H -1.570 -1.228 2.452 0.1072
H -1.086 0.462 6.104 0.0862
H 2.078 2.182 3.039 0.0676
H 0.931 -3.226 -5.404 0.0767
H 2.149 3.675 4.005 0.0749
H 0.291 0.527 1.961 0.0925
H -4.454 -3.393 -3.004 0.0707
H 3.353 -1.407 -2.449 0.0831
H 6.297 0.178 -5.136 0.0931
H -5.850 3.261 0.406 0.1204
H -1.614 3.381 2.719 0.1000
H -2.911 5.360 2.716 0.1308
H -3.071 -1.504 -1.922 0.0674
H 2.647 2.183 4.734 0.0716
H 1.284 -1.751 -1.534 0.0819
H -3.450 -3.501 -1.579 0.0684
H -2.237 -0.218 4.860 0.0839
H -1.222 -1.277 5.901 0.0846
H -0.516 -3.185 -1.204 0.1028
H 0.465 -3.021 -3.719 0.0636
H 0.394 1.411 4.132 0.0010
H -4.249 1.329 0.219 0.1134
H 4.845 -1.607 -4.588 0.0940


Computed DFT total energy, in the same sequence as the records: -130197.3036 -122792.2291 -90268.3493 -37391.1851 eV.